(1)
Below is a single C6H11BO5 molecule, with properties calculated with wB97M-V/def2-TZVPD.

CARTESIAN COORDINATES (ANGSTROEM)
1 O -2.008 0.244 0.264
2 O 0.755 1.520 1.433
3 O 3.009 0.944 1.054
4 O 0.000 -0.164 -2.179
5 O 1.375 0.344 -0.566
6 C -0.315 -1.420 -0.101
7 C -1.074 0.889 -0.318
8 C -1.417 -0.840 0.853
9 C 0.072 -0.030 -0.785
10 C -1.490 2.108 -1.086
11 C 0.825 -2.158 0.606
12 B 1.633 0.983 0.691
13 H -0.746 -2.030 -0.880
14 H 0.506 -3.088 0.905
15 H -2.076 1.790 -1.914
16 H 1.155 -1.622 1.551
17 H 3.294 1.790 1.513
18 H -2.152 -1.647 1.208
19 H -0.693 2.785 -1.342
20 H 1.700 -2.009 -0.055
21 H -2.157 2.658 -0.327
22 H -1.077 -0.598 1.894
23 H 0.881 -0.450 -2.418

Values from the calculation:
total charge: 0
frontier orbital gap (alpha / beta): 8.06 / 8.06 eV
ΔE to the lowest compared entry with this formula, charge and spin: 79.2 kcal/mol

The Löwdin scheme yields these atomic charges, measured in e: O 0.120; O 0.124; O 0.087; O 0.067; O 0.129; C -0.176; C -0.113; C -0.140; C -0.463; C 0.062; C -0.011; B -0.989; H 0.142; H 0.051; H 0.096; H 0.116; H 0.117; H 0.158; H 0.103; H 0.107; H 0.138; H 0.154; H 0.121

(2)
Below is a molecular structure, C16H26N4O5S3Y, with properties calculated with wB97M-V/def2-TZVPD.

CARTESIAN COORDINATES (ANGSTROEM)
1 Y -0.947 -0.104 0.033
2 S -1.821 -0.163 -2.463
3 S -0.632 -2.652 -0.626
4 S -3.630 -0.452 0.648
5 O -0.880 1.456 2.045
6 O 0.679 1.336 -1.132
7 O 1.549 -0.383 0.634
8 O -0.338 -1.174 2.311
9 O -1.664 2.271 -0.376
10 N -3.235 -2.942 1.555
11 N -2.503 -5.313 -2.317
12 N -3.873 -2.308 -4.655
13 N -4.603 -1.618 2.821
14 C -2.197 -4.213 -2.184
15 C 0.515 2.742 -1.311
16 C -0.475 -0.359 3.477
17 C -0.979 2.960 -1.433
18 C 0.858 -1.965 2.243
19 C -1.784 -2.859 -1.944
20 C -2.063 3.027 0.766
21 C 2.024 -1.140 1.743
22 C -2.252 -1.838 -2.693
23 C -3.159 -2.110 -3.777
24 C -3.805 -1.771 1.749
25 C -3.380 -4.090 2.429
26 C 2.561 0.350 -0.060
27 C -1.051 2.865 1.872
28 C -0.110 1.076 3.181
29 C 1.956 0.744 -1.384
30 H 2.846 1.223 0.537
31 H -1.525 -0.415 3.768
32 H 3.443 -0.275 -0.216
33 H 1.014 3.064 -2.228
34 H -4.408 -4.454 2.438
35 H 2.600 1.428 -1.937
36 H 0.950 3.281 -0.464
37 H 2.412 -0.461 2.510
38 H -3.068 -3.856 3.450
39 H -1.342 2.522 -2.361
40 H -0.088 3.324 1.629
41 H 0.138 -0.751 4.291
42 H -3.021 2.613 1.082
43 H 1.766 -0.142 -1.993
44 H -2.196 4.078 0.508
45 H 2.834 -1.804 1.430
46 H -1.429 3.309 2.797
47 H -5.153 -0.777 2.862
48 H -2.747 -4.885 2.044
49 H 0.954 1.206 2.965
50 H 0.641 -2.772 1.547
51 H -4.946 -2.419 3.327
52 H -2.585 -3.016 0.764
53 H -0.372 1.703 4.038
54 H 1.080 -2.395 3.222
55 H -1.228 4.022 -1.414

Values from the calculation:
total charge: +1
frontier orbital gap: 7.38 eV

The Löwdin scheme yields these atomic charges, measured in e: Y 1.055; S 0.600; S 0.600; S 0.642; O -0.237; O -0.284; O -0.249; O -0.246; O -0.268; N -0.030; N 0.173; N 0.182; N 0.122; C -0.282; C -0.134; C -0.135; C -0.146; C -0.167; C -0.717; C -0.143; C -0.150; C -0.729; C -0.268; C -0.827; C -0.045; C -0.137; C -0.140; C -0.147; C -0.127; H 0.142; H 0.139; H 0.146; H 0.147; H 0.098; H 0.146; H 0.131; H 0.134; H 0.093; H 0.102; H 0.135; H 0.144; H 0.125; H 0.143; H 0.144; H 0.148; H 0.145; H 0.099; H 0.100; H 0.130; H 0.068; H 0.102; H 0.044; H 0.145; H 0.143; H 0.143

(3)
Below is a molecular structure, C35H41BaN6, with properties calculated with wB97M-V/def2-TZVPD.

CARTESIAN COORDINATES (ANGSTROEM)
1 Ba 0.624 -1.200 -0.996
2 N 2.831 0.611 -1.167
3 N 4.905 2.439 -0.925
4 N 0.206 1.545 -1.514
5 N -1.930 -0.278 -2.147
6 N -4.508 0.726 -1.879
7 N -0.778 8.153 -3.915
8 C 3.118 -2.537 1.823
9 C -1.768 -4.688 2.026
10 C 1.232 2.398 -1.608
11 C 4.091 0.227 -0.977
12 C 1.652 -2.288 1.538
13 C 0.882 -1.230 2.014
14 C -1.715 -3.739 0.815
15 C -2.448 0.102 1.338
16 C -2.144 1.020 -1.908
17 C -0.594 -2.721 1.079
18 C 0.429 7.596 -3.898
19 C -1.648 6.130 -2.981
20 C 0.765 -3.177 0.892
21 C -0.506 -1.487 1.798
22 C -1.231 3.256 -2.364
23 C -2.381 -1.260 3.473
24 C 0.673 6.313 -3.435
25 C -1.554 -0.541 2.397
26 C -0.386 5.543 -2.961
27 C -4.294 -0.535 -2.225
28 C -1.003 1.967 -1.898
29 C 1.066 3.700 -2.072
30 C -3.443 1.497 -1.724
31 C -1.390 -4.573 -0.437
32 C -3.005 -1.038 -2.334
33 C 3.783 -3.277 0.660
34 C 5.134 1.134 -0.893
35 C 3.211 -3.434 3.072
36 C -3.128 -3.192 0.583
37 C 2.594 1.926 -1.265
38 C -1.791 7.423 -3.460
39 C 3.856 -1.231 2.144
40 C -0.185 4.166 -2.453
41 C -0.869 0.636 3.112
42 C 3.652 2.827 -1.098
43 H -2.214 3.524 -2.720
44 H -2.992 -2.069 3.080
45 H 1.242 8.202 -4.277
46 H 3.680 -0.454 1.399
47 H -2.766 7.894 -3.475
48 H -0.800 -5.165 2.184
49 H -2.843 -2.085 -2.562
50 H 4.930 -1.408 2.228
51 H 3.494 3.897 -1.090
52 H -3.154 -2.477 -0.240
53 H 3.361 -4.277 0.550
54 H -3.045 -0.553 3.975
55 H 3.515 -0.835 3.102
56 H 1.047 -4.132 0.471
57 H 2.699 -4.382 2.905
58 H 1.920 4.351 -2.156
59 H -0.475 -5.153 -0.339
60 H 1.278 -0.384 2.555
61 H -1.302 -3.935 -1.329
62 H -1.711 -1.686 4.223
63 H -0.258 1.228 2.424
64 H -3.544 -2.710 1.464
65 H 3.647 -2.758 -0.296
66 H -3.625 2.521 -1.422
67 H -2.524 5.617 -2.609
68 H 4.257 -3.640 3.316
69 H -1.822 0.676 0.651
70 H 4.856 -3.384 0.831
71 H -0.237 0.297 3.933
72 H -5.156 -1.168 -2.393
73 H -3.145 0.804 1.805
74 H -1.633 1.292 3.531
75 H -2.199 -5.279 -0.630
76 H -3.791 -4.019 0.324
77 H 4.287 -0.835 -0.891
78 H -2.022 -4.138 2.932
79 H 6.158 0.805 -0.771
80 H 2.745 -2.944 3.928
81 H -2.521 -5.466 1.871
82 H -3.029 -0.617 0.770
83 H 1.685 5.933 -3.480

Values from the calculation:
total charge: +1
frontier orbital gap: 6.11 eV
ΔE to the lowest compared entry with this formula, charge and spin: 4.7 kcal/mol

The Löwdin scheme yields these atomic charges, measured in e: Ba 1.889; N 0.006; N 0.116; N 0.042; N 0.032; N 0.122; N 0.079; C -0.557; C -0.026; C -0.196; C -0.121; C -0.348; C -0.117; C -0.533; C -0.042; C -0.238; C -0.290; C -0.120; C -0.007; C -0.246; C -0.215; C 0.059; C -0.031; C -0.007; C -0.529; C -0.160; C -0.088; C -0.210; C 0.061; C -0.067; C -0.058; C -0.123; C -0.048; C -0.081; C -0.033; C -0.046; C -0.191; C -0.119; C -0.046; C -0.106; C -0.069; C -0.050; H 0.114; H 0.053; H 0.114; H 0.054; H 0.114; H 0.090; H 0.112; H 0.092; H 0.118; H 0.046; H 0.084; H 0.090; H 0.088; H 0.099; H 0.089; H 0.099; H 0.075; H 0.097; H 0.068; H 0.098; H 0.084; H 0.065; H 0.056; H 0.127; H 0.109; H 0.090; H 0.062; H 0.092; H 0.091; H 0.122; H 0.098; H 0.089; H 0.091; H 0.093; H 0.096; H 0.080; H 0.123; H 0.092; H 0.091; H 0.059; H 0.109

(4)
Below is a gas-phase ion, C22H23N2O (charge +1), with properties calculated with wB97M-V/def2-TZVPD.

CARTESIAN COORDINATES (ANGSTROEM)
1 O 3.072 4.812 2.557
2 N -0.015 -0.681 2.591
3 N 0.998 1.426 2.502
4 C 3.280 5.008 0.247
5 C 0.922 2.864 2.400
6 C 1.350 3.543 3.693
7 C 2.344 -0.561 2.175
8 C -1.504 1.117 2.416
9 C 1.211 -1.430 2.664
10 C -2.304 -0.182 2.560
11 C 1.083 3.960 6.069
12 C 1.728 3.333 1.248
13 C 2.629 4.342 1.351
14 C 3.507 5.495 -2.133
15 C 2.292 0.812 2.793
16 C 4.347 5.894 0.505
17 C 2.095 4.930 6.035
18 C -0.078 0.636 2.502
19 C 2.383 4.473 3.709
20 C 2.857 4.834 -1.090
21 C 4.604 6.328 -1.866
22 C 0.748 3.232 4.925
23 C 2.807 5.133 4.863
24 C -1.301 -1.343 2.672
25 C 5.001 6.542 -0.539
26 H 2.419 0.746 3.887
27 H 5.821 7.223 -0.301
28 H 0.550 3.767 6.996
29 H 1.394 -1.758 3.701
30 H 1.105 -2.328 2.042
31 H 3.157 5.365 -3.157
32 H -2.925 -0.156 3.459
33 H 2.298 -0.469 1.085
34 H 2.329 5.527 6.915
35 H 2.003 4.184 -1.274
36 H -1.685 1.617 1.458
37 H 4.662 6.080 1.530
38 H -1.397 -1.892 3.625
39 H -2.949 -0.336 1.691
40 H 5.138 6.818 -2.681
41 H 3.301 -1.026 2.419
42 H -0.129 3.124 2.193
43 H -1.408 -2.072 1.852
44 H -0.011 2.444 4.960
45 H 1.570 2.863 0.272
46 H 3.673 5.778 4.811
47 H 3.080 1.459 2.399
48 H -1.721 1.841 3.211

Values from the calculation:
total charge: +1
SMILES string: C1=C(c2ccccc2)Oc2ccccc2[C@@H]1N1CCC[N+]2=C1CCC2
frontier orbital gap: 8.50 eV
ΔE to the lowest compared entry with this formula, charge and spin: 0.0 kcal/mol

The Löwdin scheme yields these atomic charges, measured in e: O 0.046; N -0.033; N 0.014; C -0.151; C -0.225; C -0.093; C -0.136; C -0.055; C -0.122; C -0.117; C -0.068; C 0.029; C -0.197; C -0.068; C -0.101; C -0.008; C -0.053; C -0.167; C -0.167; C -0.021; C -0.066; C -0.022; C 0.022; C -0.104; C -0.065; H 0.150; H 0.112; H 0.108; H 0.147; H 0.143; H 0.108; H 0.122; H 0.134; H 0.116; H 0.104; H 0.139; H 0.117; H 0.139; H 0.122; H 0.109; H 0.133; H 0.151; H 0.138; H 0.112; H 0.124; H 0.129; H 0.143; H 0.129

(5)
Below is a single C25H23ClN4O3S molecule, with properties calculated with wB97M-V/def2-TZVPD.

CARTESIAN COORDINATES (ANGSTROEM)
1 Cl 1.507 -2.196 0.989
2 S -1.010 -0.149 1.347
3 O -1.408 2.051 -1.608
4 O 1.094 1.433 1.614
5 O -3.163 3.004 1.209
6 N -0.965 2.424 1.431
7 N 0.915 -1.417 -1.979
8 N 2.069 -0.828 -1.647
9 N 0.471 3.051 -0.850
10 C -0.464 3.778 1.299
11 C 3.085 1.368 -1.106
12 C -0.004 -0.478 -1.989
13 C -1.414 -0.778 -2.335
14 C -6.027 -2.603 0.021
15 C 3.740 -1.484 2.294
16 C 3.154 -1.681 1.052
17 C 1.927 0.496 -1.437
18 C 5.066 -1.104 2.378
19 C -3.745 0.218 0.813
20 C -5.168 -3.692 0.033
21 C 3.242 -1.648 -1.479
22 C -5.543 -1.338 0.283
23 C -0.208 1.985 -1.390
24 C -2.525 0.701 1.118
25 C -0.100 1.370 1.482
26 C -4.186 -1.132 0.568
27 C 5.809 -0.930 1.223
28 C 3.878 -1.482 -0.122
29 C -2.313 2.150 1.241
30 C -3.334 -2.241 0.577
31 C 5.214 -1.115 -0.011
32 C 0.575 0.776 -1.640
33 C -3.823 -3.504 0.309
34 C -0.274 4.098 -0.197
35 H -5.546 -4.682 -0.174
36 H 1.389 2.875 -0.474
37 H 3.130 1.545 -0.030
38 H 0.487 3.834 1.835
39 H 3.974 -1.424 -2.262
40 H -1.251 4.147 -0.685
41 H -1.576 -1.852 -2.307
42 H -1.635 -0.405 -3.334
43 H 6.849 -0.646 1.282
44 H -4.508 0.985 0.722
45 H -7.075 -2.744 -0.196
46 H 5.519 -0.950 3.345
47 H 3.151 -1.631 3.185
48 H 3.007 2.320 -1.630
49 H -2.090 -0.276 -1.647
50 H 5.796 -0.974 -0.911
51 H -2.284 -2.113 0.786
52 H 2.891 -2.676 -1.612
53 H -1.195 4.453 1.745
54 H 0.244 5.053 -0.309
55 H 4.016 0.894 -1.404
56 H -6.213 -0.491 0.268
57 H -3.150 -4.348 0.316

Values from the calculation:
total charge: 0
SMILES string: Cc1nn(Cc2ccccc2Cl)c(C)c1C(=O)NCCN1C(=O)S/C(=C\c2ccccc2)C1=O
frontier orbital gap: 8.01 eV
ΔE to the lowest compared entry with this formula, charge and spin: 0.0 kcal/mol

The Löwdin scheme yields these atomic charges, measured in e: Cl 0.757; S 1.081; O 0.072; O 0.040; O 0.123; N -0.007; N 0.115; N -0.130; N 0.079; C -0.084; C 0.004; C -0.295; C -0.018; C -0.079; C -0.094; C -0.578; C -0.189; C -0.077; C -0.020; C -0.080; C -0.095; C -0.029; C -0.440; C -0.395; C -0.702; C -0.214; C -0.078; C -0.241; C -0.450; C -0.043; C -0.056; C -0.054; C -0.072; C -0.133; H 0.103; H 0.099; H 0.090; H 0.128; H 0.131; H 0.124; H 0.079; H 0.090; H 0.104; H 0.130; H 0.104; H 0.106; H 0.107; H 0.090; H 0.056; H 0.114; H 0.049; H 0.131; H 0.130; H 0.122; H 0.075; H 0.114; H 0.106

(6)
Below is 2 unconnected molecules or ions with the total composition C4H14N2O, with properties calculated with wB97M-V/def2-TZVPD.

CARTESIAN COORDINATES (ANGSTROEM)
1 O 2.975 1.789 -0.600
2 N -0.415 0.358 -2.579
3 N 0.918 0.040 2.450
4 C -0.954 -0.751 0.951
5 C -1.477 0.134 -0.240
6 C 0.589 -0.501 1.142
7 C -1.134 -0.514 -1.508
8 H -0.507 -1.367 -1.319
9 H -2.568 0.085 0.047
10 H -1.149 0.576 -3.192
11 H 1.211 -0.595 3.098
12 H 3.245 1.007 -1.141
13 H -0.971 -1.928 0.617
14 H 0.586 0.941 2.642
15 H -1.709 -0.728 1.798
16 H -0.974 1.168 -0.093
17 H -0.206 1.309 -1.997
18 H -2.022 -0.985 -1.991
19 H 0.848 0.173 0.323
20 H 0.990 -1.576 1.256
21 H 2.726 1.364 0.334

Values from the calculation:
total charge: 0
SMILES string: NCCCCN.O
frontier orbital gap: 9.75 eV
ΔE to the lowest compared entry with this formula, charge and spin: 77.9 kcal/mol

The Löwdin scheme yields these atomic charges, measured in e: O -0.136; N -0.015; N 0.004; C -0.222; C -0.258; C -0.277; C -0.304; H 0.077; H 0.112; H 0.005; H 0.025; H 0.044; H 0.134; H 0.053; H 0.108; H 0.129; H 0.111; H 0.119; H 0.076; H 0.133; H 0.082